Here is C10H17BBrF2INPdSe2 as an isolated structure at a distorted geometry from the OMol25 dataset. Energies are from the ωB97M-V functional and the def2-TZVPD basis.

CARTESIAN COORDINATES (ANGSTROEM)
Pd -0.69 -1.38 -0.28
C 3.28 -1.16 -0.31
Se 1.68 -1.84 -1.02
C 1.84 -3.65 -0.21
C 1.44 -3.57 1.25
Se -0.55 -3.24 1.49
C -0.98 -4.88 0.44
H 4.03 -1.89 -0.59
H 3.29 -0.88 0.71
H 3.49 -0.20 -0.81
H 2.93 -3.87 -0.36
H 1.27 -4.36 -0.77
H 1.93 -2.80 1.82
H 1.63 -4.57 1.72
H -0.34 -5.67 0.79
H -0.84 -4.74 -0.64
H -2.02 -5.11 0.64
Br -2.26 2.93 -1.09
C -0.76 4.04 -0.78
C -1.06 5.35 -0.42
C 0.07 6.16 -0.11
C 1.36 5.66 0.01
C 1.68 4.33 -0.31
C 0.57 3.53 -0.70
I 0.93 1.71 -1.54
H -2.07 5.74 -0.35
H -0.15 7.19 0.16
H 2.24 6.26 0.36
H 2.65 3.85 -0.26
N -3.66 -0.11 0.79
H -4.29 0.61 0.41
H -2.99 0.39 1.33
H -4.16 -0.71 1.44
F -3.79 -2.00 -0.79
B -2.82 -1.07 -0.50
F -2.86 -0.08 -1.52

Computed properties:
net charge	+1
multiplicity	3
DFT total energy	-8472.8290	a.u.
molar mass	671.21	g/mol
LUMO (spin up / spin down)	-2.84 / -5.66	eV
HOMO-LUMO gap (spin up / spin down)	7.634 / 5.569	eV
ΔE to the lowest compared entry with this formula, charge and spin	0.850	eV


Here is a 2-piece molecular cluster, C10H17BN2O2 overall at a distorted geometry from the OMol25 dataset. Energies are from the ωB97M-V functional and the def2-TZVPD basis.

CARTESIAN COORDINATES (ANGSTROEM)
B 0.42 0.33 0.00
C 4.90 1.15 0.15
C 4.90 -0.22 0.06
C 2.85 0.55 0.10
C -1.67 0.04 0.80
C -1.66 0.54 -0.72
C -2.46 0.92 1.80
C -2.18 -1.38 1.02
C -2.28 1.90 -0.98
C -2.40 -0.40 -1.76
C 3.02 -1.97 -0.23
N 3.62 1.63 0.17
N 3.60 -0.58 -0.08
O -0.32 0.02 1.11
O -0.24 0.58 -1.07
H 5.74 1.98 0.11
H 5.79 -0.89 -0.18
H -2.28 0.56 2.82
H -3.48 0.72 1.77
H -2.12 1.93 1.71
H -3.19 -1.61 0.74
H -2.26 -1.53 2.18
H -1.65 -2.13 0.65
H -2.51 1.91 -2.06
H -1.85 2.74 -0.59
H -3.26 1.84 -0.59
H -3.46 -0.57 -1.59
H -2.08 -1.34 -1.72
H -2.21 -0.15 -2.82
H 3.69 -2.61 0.48
H 1.96 -1.77 0.02
H 3.06 -2.20 -1.33

Computed properties:
multiplicity	1
DFT total energy	-676.0019	a.u.
molar mass	208.07	g/mol
LUMO	0.50	eV
HOMO-LUMO gap	8.546	eV
ΔE to the lowest compared entry with this formula, charge and spin	3.167	eV


Here is the molecule C10H17BN2O2 at a distorted geometry from the OMol25 dataset. Energies are from the ωB97M-V functional and the def2-TZVPD basis.

CARTESIAN COORDINATES (ANGSTROEM)
C 2.92 2.07 0.50
N 3.29 0.70 0.19
C 4.52 0.17 0.09
C 4.35 -1.18 -0.16
N 3.03 -1.48 -0.26
C 2.42 -0.37 -0.01
B 0.55 -0.26 -0.01
O -0.14 -1.36 0.02
C -1.65 -1.00 0.11
C -1.98 -1.26 1.59
C -2.26 -2.07 -0.72
C -1.66 0.49 -0.38
C -2.51 1.50 0.49
C -2.01 0.61 -1.81
O -0.19 0.90 -0.30
H 1.95 2.24 0.19
H 3.07 2.25 1.61
H 3.71 2.71 0.00
H 5.33 0.78 0.47
H 5.01 -1.96 -0.17
H -1.37 -2.10 1.90
H -3.06 -1.28 1.72
H -1.71 -0.56 2.49
H -1.91 -1.98 -1.72
H -3.36 -2.01 -0.90
H -1.88 -3.09 -0.42
H -2.16 2.50 0.21
H -2.11 1.36 1.53
H -3.63 1.32 0.31
H -2.26 1.73 -2.07
H -3.04 0.20 -1.92
H -1.25 0.44 -2.58

Computed properties:
SMILES	Cn1ccnc1B1OC(C)(C)C(C)(C)O1
multiplicity	1
DFT total energy	-676.1005	a.u.
molar mass	208.07	g/mol
LUMO	0.62	eV
HOMO-LUMO gap	8.747	eV
ΔE to the lowest compared entry with this formula, charge and spin	0.484	eV


Here is C10H17Cl30O4PSi2 as an isolated structure from the OMol25 dataset. Energies are from the ωB97M-V functional and the def2-TZVPD basis.

CARTESIAN COORDINATES (ANGSTROEM)
O 4.49 1.05 -3.09
P 3.86 1.31 -1.78
O 4.84 2.09 -0.75
O 3.52 0.02 -0.88
Si 1.99 2.53 -2.23
O 0.66 2.05 -1.40
Si -0.82 1.65 -2.05
H 5.56 2.44 -1.30
H 3.32 -0.73 -1.47
H 1.83 2.29 -3.67
H 2.30 3.95 -1.98
H -1.86 2.54 -1.51
H -0.73 1.85 -3.51
H -1.12 0.24 -1.76
C 3.16 -3.79 -1.44
Cl 3.64 -5.16 -2.41
Cl 2.30 -2.59 -2.44
Cl 2.16 -4.27 -0.08
H 4.05 -3.31 -1.06
C -4.87 -0.01 -4.14
Cl -4.72 -1.36 -3.02
Cl -6.10 1.12 -3.59
Cl -3.31 0.80 -4.35
H -5.17 -0.40 -5.10
C -4.69 3.52 0.53
Cl -3.59 4.74 -0.13
Cl -6.30 4.19 0.79
Cl -4.77 2.10 -0.51
H -4.30 3.21 1.49
C 7.72 -3.88 -2.55
Cl 7.85 -5.34 -1.57
Cl 6.45 -2.82 -1.93
Cl 9.25 -3.04 -2.64
H 7.43 -4.18 -3.55
C 5.07 3.54 2.13
Cl 4.85 2.14 3.19
Cl 3.92 4.83 2.49
Cl 6.73 4.14 2.23
H 4.90 3.20 1.12
C -6.20 -0.59 2.44
Cl -5.23 0.80 2.98
Cl -7.35 -1.04 3.69
Cl -7.00 -0.25 0.92
H -5.52 -1.42 2.29
C 1.74 2.90 4.96
Cl 0.45 2.50 3.83
Cl 1.43 4.42 5.78
Cl 2.00 1.59 6.12
H 2.65 3.02 4.39
C -1.11 -2.14 1.38
Cl 0.06 -0.99 0.74
Cl -2.69 -1.37 1.59
Cl -1.23 -3.57 0.37
H -0.78 -2.44 2.36
C 2.43 -9.00 -2.21
Cl 3.86 -8.72 -3.21
Cl 1.10 -7.94 -2.69
Cl 1.94 -10.69 -2.28
H 2.69 -8.77 -1.19
C -8.47 4.69 4.36
Cl -7.48 3.25 4.12
Cl -9.41 5.06 2.90
Cl -9.53 4.51 5.76
H -7.81 5.52 4.54

Computed properties:
multiplicity	1
DFT total energy	-15418.4017	a.u.
molar mass	1351.98	g/mol
LUMO	0.16	eV
HOMO-LUMO gap	10.477	eV